C2H3NS2 | ωB97M-V with the def2-TZVPD basis set

```
8
Properties=species:S:1:pos:R:3:forces:R:3
S 1.46713 -0.71923 0.66460 -1.057 -0.517 -0.578
H -1.98042 0.85943 0.29842 1.067 -0.274 0.242
C -0.84169 0.87379 0.21496 -1.328 1.308 -0.363
S 2.84586 -0.20146 -0.63507 -1.455 0.306 0.600
C -0.28038 -0.56691 -0.03844 2.793 -1.254 3.331
H -0.82003 -1.44547 0.37585 -0.054 1.063 0.164
N -0.26959 1.94266 0.14386 -0.033 -0.548 -0.173
H -0.12087 -0.74281 -1.02418 0.067 -0.084 -3.222
```
Forces are in eV/Å.

Properties
HOMO energy (spin up / spin down) ... -7.686 / -7.687 eV
F_max ... 0.0880 Eh/bohr
Relative energy (zero: lowest compared OMol25 entry of this formula, charge and spin) ... 89.83 kcal per mole